# 1
Density functional theory data (wB97M-V/def2-TZVPD) for an isolated ion of composition C4H11NS and charge -1.

* gap between HOMO and LUMO (alpha / beta): 2.20 / 7.72 eV
* E_tot: -16648.665 eV
* spin multiplicity: 2
* ΔE to the lowest compared entry with this formula, charge and spin: 65.0 kcal/mol
* charge: -1
* expectation value of S²: 0.75

Atoms and positions in Å:
1 H -0.5076 1.9369 -2.9511
2 C 0.8142 -2.1407 0.4770
3 H -0.1281 3.1177 -1.7516
4 C 0.2560 -1.7211 1.8386
5 S 0.4902 -0.8656 -0.8161
6 H 1.2076 1.3809 0.0450
7 H -1.8469 2.5485 -2.0556
8 C -0.7939 2.2610 -1.9176
9 C 0.2681 0.8449 -0.0748
10 H 1.8768 -2.3838 0.5978
11 N -0.8295 1.3650 -0.8171
12 H -0.0364 0.8631 0.9817
13 H 1.0091 -1.9177 2.6199
14 H -1.6809 0.9481 -0.5617
15 H -0.5263 -2.4409 2.0884
16 H 0.0310 -0.6995 2.1451
17 H 0.3965 -3.0968 0.1521

These are the Löwdin partial charges, in e, on atoms 1 to 6: number 1, H, carries 0.06; number 2, C, carries -0.60; number 3, H, carries 0.06; number 4, C, carries -0.37; number 5, S, carries 0.67; number 6, H, carries 0.04

---

# 2
Density functional theory data (wB97M-V/def2-TZVPD) for C23H45N2OP2Pt as an isolated structure.

* gap between HOMO and LUMO (alpha / beta): 7.56 / 5.62 eV
* E_tot: -51426.200 eV
* spin multiplicity: 3
* charge: +1
* expectation value of S²: 2.01

Atoms and positions in Å:
1 H -0.7979 -2.7058 -3.4358
2 H 0.6421 1.7912 6.5053
3 H -1.2006 5.0980 -0.8722
4 H 0.1919 -1.0549 -4.7206
5 C 0.7793 -0.0262 3.6280
6 N 0.1402 0.0395 -2.9559
7 H -1.4473 -2.9359 1.4167
8 H 0.8636 -3.6445 1.4844
9 H 0.8857 -3.2613 -3.3446
10 C 1.3872 -4.9209 -1.0442
11 H -1.1483 -5.2483 -1.6697
12 C -1.5117 -3.2756 -0.7641
13 C 1.3788 4.7397 -0.5157
14 C -0.5952 -0.0574 3.3185
15 C 0.6168 -1.1291 -3.6915
16 C 0.1972 -2.4564 -3.0457
17 C -1.0737 1.2501 5.3022
18 H -1.7870 1.7697 5.9383
19 H -0.4078 -0.7942 1.4001
20 H 2.5743 -3.9787 1.1611
21 H 0.8979 3.2715 1.8814
22 H 2.2783 0.6685 4.9938
23 Pt 0.2359 -0.0899 -0.8856
24 H -2.0194 -0.5986 1.9303
25 H 0.1309 1.3233 -4.5823
26 C 1.9827 -0.1138 -0.2608
27 C -1.4977 2.9758 -0.3782
28 H -2.8450 -4.8297 -1.4210
29 H 0.9042 3.3456 -2.9672
30 H -1.2688 2.2844 1.7095
31 H 1.4794 -0.5305 2.9596
32 P 0.0692 -2.4099 -1.1944
33 H -2.2556 -2.4736 -0.9110
34 C -1.5252 0.5640 4.1766
35 C 1.2098 0.6454 4.7733
36 C 1.4808 -3.4529 -0.6160
37 O 3.0946 -0.1217 0.1046
38 H -1.9419 4.1513 -2.1942
39 H -1.9675 -4.1032 -2.7585
40 H 2.3520 5.2008 -0.2962
41 C 0.5929 1.2869 -3.5680
42 H -2.2184 2.1865 -0.6640
43 H 1.1950 -5.0458 -2.1163
44 C 0.2920 1.2774 5.6155
45 H -1.0048 4.0529 1.4749
46 H -2.5862 0.5205 3.9344
47 H 1.9722 1.9195 1.4617
48 H -2.6248 -4.1418 0.8547
49 H 2.0007 -2.3101 1.1831
50 H 0.6294 -5.4762 -0.4760
51 H 2.3432 -3.0048 -1.1400
52 H -2.6351 3.3782 1.3998
53 C 1.7303 -3.3297 0.8913
54 H 2.3665 2.8548 -0.7944
55 H -0.9150 -4.5708 0.9097
56 C -1.8704 -4.4264 -1.7181
57 H 1.7315 -1.1102 -3.8321
58 H 2.6158 3.5634 1.5721
59 C -1.8869 4.2734 -1.1062
60 N -1.0461 -0.7212 2.1995
61 C 0.2046 2.5278 -2.7587
62 C -1.5829 3.1742 1.1438
63 H -2.8856 4.5675 -0.7552
64 H 2.3548 -5.3979 -0.8335
65 H 1.7002 1.2824 -3.7529
66 H 0.6378 5.2285 0.1311
67 C 1.7461 2.9708 1.2560
68 H -1.7258 0.0215 -1.3552
69 H -0.7834 2.8506 -3.1028
70 H 1.1452 4.9636 -1.5633
71 C 1.4960 3.2375 -0.2329
72 C -1.6101 -3.7464 0.6924
73 P 0.1092 2.2422 -0.9359
74 H -1.9700 -0.0050 -2.1731

These are the Löwdin partial charges, in e, on atoms 1 to 6: number 1, H, carries 0.07; number 2, H, carries 0.10; number 3, H, carries 0.07; number 4, H, carries 0.13; number 5, C, carries -0.05; number 6, N, carries -0.28

---

# 3
Density functional theory data (wB97M-V/def2-TZVPD) for a 2-piece molecular cluster, Br2HOP overall.

* gap between HOMO and LUMO: 9.11 eV
* E_tot: -151437.936 eV
* ΔE to the lowest compared entry with this formula, charge and spin: 28.4 kcal/mol
* SMILES: O=PBr.Br

Atoms and positions in Å:
1 O 0.2390 1.9429 0.1643
2 P 1.6131 1.5467 0.0536
3 Br -2.1668 -0.9720 0.1863
4 Br 1.5155 -0.6961 -0.3456
5 H -1.2008 -1.8216 -0.0587

Per-atom Löwdin charges, elementary charge units: number 1, O, carries -0.57; number 2, P, carries 0.50; number 3, Br, carries 0.39; number 4, Br, carries 0.11; number 5, H, carries -0.43

---

# 4
Density functional theory data (wB97M-V/def2-TZVPD) for one molecule with the formula C4H5N3.

* gap between HOMO and LUMO: 8.52 eV
* E_tot: -8697.133 eV
* ΔE to the lowest compared entry with this formula, charge and spin: 61.8 kcal/mol
* SMILES: Nc1cncnc1

Atoms and positions in Å:
1 N 0.9907 0.5146 1.6039
2 N -1.8157 -0.2039 -0.6185
3 H -1.7286 0.6099 1.2758
4 C 0.2448 0.1819 0.4832
5 C -1.1346 0.2993 0.4230
6 H 0.5238 1.1631 2.2198
7 H 1.9442 0.7915 1.4179
8 N 0.2904 -0.3408 -1.8204
9 C 0.9053 -0.2864 -0.6807
10 C -1.0345 -0.5414 -1.6158
11 H 1.9306 -0.6406 -0.7250
12 H -1.1163 -1.5474 -1.9632

These are the Löwdin partial charges, in e, on atoms 1 to 6: number 1, N, carries 0.08; number 2, N, carries 0.08; number 3, H, carries 0.11; number 4, C, carries -0.30; number 5, C, carries -0.10; number 6, H, carries 0.09